No. 1
The following is a quantum chemistry calculation of C45H35IN2NaO6P as an isolated structure, from the Open Molecules 2025 dataset.

Kohn-Sham gap (spin up / spin down): 3.71 / 3.96 eV
LUMO energy (spin up / spin down): 3.85 / 3.85 eV
Total charge: -2
Total energy: -3098.182066 hartree

Each line ends with the Löwdin charge.
Element x y z (Å)
1 Na -1.206 -0.759 1.237  0.14
2 O -7.102 0.882 1.796  0.01
3 C -5.742 0.779 1.568  -0.33
4 C -4.854 0.712 2.649  0.01
5 C -3.497 0.593 2.351  -0.20
6 N -3.024 0.564 1.118  0.11
7 C -3.885 0.652 0.059  -0.20
8 C -5.292 0.749 0.275  0.04
9 C -3.369 0.643 -1.265  -0.47
10 O -4.029 0.627 -2.319  -0.01
11 O -1.947 0.521 -1.349  -0.04
12 C -2.465 0.480 3.500  -0.65
13 O -2.862 0.786 4.634  -0.03
14 O -1.304 0.105 3.162  -0.12
15 H -7.219 0.886 2.751  0.08
16 H -5.175 0.746 3.682  0.10
17 H -5.969 0.804 -0.564  0.11
18 I 0.397 -3.231 2.513  1.05
19 C 0.790 -4.470 0.865  -0.67
20 C 0.042 -5.652 0.835  -0.22
21 C 0.338 -6.623 -0.107  -0.14
22 C 1.411 -6.443 -0.963  -0.08
23 C 2.184 -5.262 -0.945  -0.20
24 C 3.347 -5.140 -1.739  -0.09
25 C 4.138 -3.988 -1.674  -0.14
26 C 3.709 -2.899 -0.952  -0.15
27 C 2.484 -2.907 -0.234  -0.38
28 P 1.659 -1.328 0.027  1.03
29 C 2.786 -0.375 1.115  -0.37
30 C 2.634 1.008 1.221  -0.10
31 C 3.453 1.752 2.055  -0.08
32 C 4.421 1.117 2.824  -0.10
33 C 4.563 -0.261 2.747  -0.10
34 C 3.754 -1.002 1.894  -0.10
35 C 1.974 -0.482 -1.589  -0.35
36 C 0.997 -0.648 -2.570  -0.11
37 C 1.164 -0.125 -3.845  -0.10
38 C 2.305 0.602 -4.154  -0.11
39 C 3.274 0.799 -3.180  -0.10
40 C 3.111 0.258 -1.912  -0.10
41 C 1.794 -4.170 -0.077  -0.26
42 H -0.755 -5.799 1.551  0.07
43 H -0.251 -7.532 -0.147  0.09
44 H 1.689 -7.224 -1.664  0.09
45 H 3.641 -5.983 -2.355  0.08
46 H 5.072 -3.937 -2.222  0.08
47 H 4.296 -1.988 -0.973  0.09
48 H 1.866 1.512 0.642  0.10
49 H 3.322 2.825 2.115  0.09
50 H 5.053 1.696 3.487  0.09
51 H 5.308 -0.765 3.352  0.09
52 H 3.868 -2.077 1.821  0.09
53 H 0.082 -1.173 -2.321  0.09
54 H 0.390 -0.270 -4.589  0.10
55 H 2.432 1.024 -5.144  0.09
56 H 4.165 1.373 -3.408  0.09
57 H 3.876 0.420 -1.162  0.10
58 C -3.516 -2.743 -1.862  0.01
59 C -2.330 -2.875 -0.942  -0.55
60 N -1.243 -3.499 -1.452  0.20
61 O -2.356 -2.463 0.210  0.00
62 H -3.551 -3.544 -2.603  0.07
63 H -3.468 -1.777 -2.373  0.07
64 H -4.421 -2.746 -1.260  0.09
65 H -1.202 -3.771 -2.416  0.11
66 H -0.426 -3.625 -0.870  0.06
67 C 2.354 5.593 3.182  -0.12
68 C 2.110 5.541 1.813  -0.11
69 C 1.140 4.692 1.307  -0.04
70 C 0.399 3.872 2.160  -0.22
71 C 0.659 3.918 3.529  -0.03
72 C 1.624 4.777 4.036  -0.10
73 C -0.665 2.979 1.673  -0.01
74 C -1.123 2.930 0.452  0.07
75 C -1.661 2.861 -0.738  -0.16
76 C -1.271 1.740 -1.690  -0.25
77 C -1.525 2.128 -3.123  -0.02
78 C -2.336 3.131 -3.454  -0.10
79 C -3.027 3.924 -2.440  -0.09
80 C -2.719 3.787 -1.146  -0.04
81 H 3.113 6.258 3.576  0.09
82 H 2.681 6.167 1.138  0.09
83 H 0.946 4.652 0.241  0.11
84 H 0.099 3.266 4.189  0.12
85 H 1.814 4.799 5.102  0.10
86 H -1.109 2.301 2.397  0.10
87 H -0.214 1.504 -1.556  0.13
88 H -1.061 1.511 -3.882  0.09
89 H -2.536 3.343 -4.498  0.09
90 H -3.805 4.611 -2.749  0.09
91 H -3.220 4.357 -0.374  0.11

No. 2
The following is a quantum chemistry calculation of C45H36BrCl3CsN2O4P as an isolated structure, from the Open Molecules 2025 dataset.

Kohn-Sham gap: 3.84 eV
LUMO energy: 3.22 eV
Total charge: -2
Total energy: -6462.928675 hartree

Each line ends with the Löwdin charge.
Element x y z (Å)
1 Cs 0.323 0.702 0.349  1.38
2 O 2.712 0.042 0.898  -0.21
3 C 3.108 -0.710 0.064  -0.27
4 C 3.378 -1.455 -1.003  -0.24
5 C 4.450 -1.051 -1.948  -0.09
6 C 4.913 -1.925 -2.868  -0.16
7 C 4.406 -3.263 -3.011  -0.17
8 C 3.345 -3.626 -2.203  -0.17
9 C 2.755 -2.796 -1.248  -0.41
10 P 1.398 -3.300 -0.216  1.08
11 C 1.850 -5.049 0.234  -0.35
12 C 2.827 -5.137 1.234  -0.11
13 C 3.310 -6.359 1.675  -0.10
14 C 2.821 -7.541 1.126  -0.12
15 C 1.858 -7.474 0.132  -0.11
16 C 1.377 -6.240 -0.310  -0.10
17 C -0.008 -3.623 -1.383  -0.37
18 C 0.007 -3.179 -2.703  -0.08
19 C -1.065 -3.441 -3.557  -0.09
20 C -2.157 -4.174 -3.111  -0.12
21 C -2.190 -4.615 -1.790  -0.11
22 C -1.138 -4.318 -0.935  -0.14
23 H 4.862 -0.053 -1.871  0.09
24 H 5.703 -1.589 -3.533  0.08
25 H 4.817 -3.944 -3.745  0.06
26 H 2.920 -4.620 -2.326  0.10
27 H 3.215 -4.220 1.666  0.10
28 H 4.066 -6.390 2.452  0.09
29 H 3.192 -8.499 1.470  0.09
30 H 1.475 -8.386 -0.314  0.09
31 H 0.641 -6.225 -1.102  0.09
32 H 0.876 -2.638 -3.058  0.10
33 H -1.034 -3.083 -4.580  0.10
34 H -2.979 -4.396 -3.782  0.09
35 H -3.047 -5.169 -1.422  0.10
36 H -1.185 -4.639 0.101  0.11
37 C -2.640 1.282 -3.361  -0.03
38 C -2.465 2.775 -3.302  -0.18
39 C -3.538 3.642 -3.421  -0.09
40 C -3.343 5.013 -3.328  -0.67
41 Cl -4.731 6.088 -3.448  0.60
42 C -2.084 5.535 -3.120  -0.10
43 C -0.990 4.678 -3.002  0.02
44 C -1.183 3.305 -3.097  -0.23
45 O -0.213 2.375 -2.974  -0.05
46 C 1.100 2.814 -2.582  -0.09
47 C 1.095 3.564 -1.228  -0.73
48 O 1.827 4.563 -1.150  -0.02
49 O 0.330 3.049 -0.360  -0.40
50 H -3.699 1.017 -3.325  0.08
51 H -2.122 0.807 -2.525  0.07
52 H -2.205 0.868 -4.274  0.09
53 H -4.538 3.246 -3.557  0.09
54 H -1.946 6.605 -3.027  0.10
55 H -0.009 5.088 -2.790  0.11
56 H 1.542 3.450 -3.347  0.12
57 H 1.678 1.890 -2.497  0.12
58 Br -6.469 -3.862 0.488  0.71
59 C -4.860 -2.886 0.277  -0.70
60 C -4.027 -2.702 1.356  -0.10
61 C -2.856 -1.975 1.146  -0.11
62 N -2.518 -1.473 -0.037  0.08
63 C -3.337 -1.677 -1.059  -0.17
64 C -4.538 -2.372 -0.957  -0.12
65 H -4.268 -3.095 2.335  0.10
66 H -2.166 -1.775 1.967  0.11
67 H -3.023 -1.279 -2.020  0.10
68 H -5.179 -2.512 -1.815  0.10
69 Cl -6.357 2.177 -1.408  0.64
70 C -4.894 2.619 -0.562  -0.65
71 C -4.675 3.924 -0.174  -0.11
72 C -3.491 4.205 0.476  -0.04
73 C -2.573 3.180 0.684  -0.13
74 N -2.780 1.925 0.288  0.08
75 C -3.936 1.650 -0.310  -0.18
76 H -5.407 4.693 -0.387  0.10
77 H -3.260 5.213 0.796  0.11
78 H -1.617 3.386 1.151  0.10
79 H -4.109 0.629 -0.619  0.08
80 Cl -0.307 -0.172 9.259  0.50
81 C -0.223 -0.118 7.488  -0.72
82 C -1.119 0.658 6.762  -0.17
83 C -1.063 0.699 5.381  -0.09
84 C -0.100 -0.049 4.612  -0.36
85 C -0.059 -0.034 3.217  -0.21
86 C 0.809 -0.819 5.421  -0.08
87 C 0.742 -0.851 6.801  -0.17
88 H -1.868 1.238 7.292  0.08
89 H -1.776 1.316 4.843  0.09
90 H 0.692 -0.597 2.672  -0.04
91 H -0.739 0.579 2.642  -0.08
92 H 1.574 -1.399 4.915  0.09
93 H 1.449 -1.451 7.364  0.08

No. 3
The following is a quantum chemistry calculation of C45H36N6O4ReSe2 as an isolated structure, from the Open Molecules 2025 dataset.

Kohn-Sham gap (spin up / spin down): 6.69 / 6.63 eV
LUMO energy (spin up / spin down): -6.07 / -5.97 eV
Total charge: +2
Spin multiplicity: 2
Total energy: -7246.488639 hartree

Each line ends with the Löwdin charge.
Element x y z (Å)
1 Re -0.239 -0.478 0.081  1.44
2 C -2.529 -0.890 3.854  -0.06
3 C -1.591 -1.496 4.678  -0.06
4 C -0.296 -1.672 4.219  -0.01
5 C 0.029 -1.292 2.921  -0.19
6 C -0.920 -0.757 2.038  -0.27
7 C -2.195 -0.507 2.557  -0.12
8 C 1.396 -1.240 2.418  -0.21
9 C 2.489 -1.865 3.051  0.03
10 C 3.740 -1.668 2.567  0.03
11 C 3.947 -0.752 1.509  -0.14
12 C 5.250 -0.409 1.076  -0.01
13 C 5.431 0.536 0.111  -0.05
14 C 4.308 1.190 -0.437  -0.04
15 C 3.037 0.866 -0.051  -0.06
16 C 2.826 -0.144 0.910  -0.19
17 N 1.542 -0.498 1.319  0.00
18 H -3.524 -0.685 4.231  0.11
19 H -1.854 -1.784 5.687  0.11
20 H 0.457 -2.063 4.889  0.11
21 H -2.941 0.008 1.967  0.08
22 H 2.311 -2.525 3.886  0.12
23 H 4.593 -2.171 3.005  0.13
24 H 6.095 -0.897 1.543  0.12
25 H 6.426 0.809 -0.212  0.12
26 H 4.455 1.978 -1.164  0.12
27 H 2.196 1.411 -0.450  0.06
28 O 0.579 -2.352 -0.310  -0.22
29 N 1.475 -2.423 -1.232  0.07
30 N 1.661 -1.332 -1.827  -0.14
31 O 0.935 -0.257 -1.510  -0.26
32 C 2.661 -1.191 -2.867  -0.16
33 C 2.803 0.047 -3.463  -0.01
34 C 3.774 0.199 -4.443  -0.05
35 C 4.569 -0.876 -4.812  -0.05
36 C 4.398 -2.113 -4.201  -0.05
37 C 3.440 -2.282 -3.217  -0.01
38 H 2.164 0.868 -3.171  0.11
39 H 3.907 1.161 -4.918  0.12
40 H 5.321 -0.755 -5.580  0.12
41 H 5.017 -2.951 -4.489  0.12
42 H 3.305 -3.237 -2.730  0.11
43 Se -0.140 3.325 -1.231  0.80
44 Se -1.021 1.897 0.447  0.78
45 C -0.016 2.732 1.879  -0.61
46 C -0.690 3.631 2.689  -0.08
47 C 0.025 4.185 3.741  -0.03
48 C 1.351 3.826 3.914  -0.03
49 C 1.925 2.936 3.017  -0.10
50 N 1.247 2.383 2.012  0.06
51 C -1.178 2.668 -2.710  -0.67
52 C -1.528 3.563 -3.713  -0.09
53 C -2.207 3.056 -4.808  -0.04
54 C -2.520 1.704 -4.846  -0.04
55 C -2.156 0.912 -3.771  -0.13
56 N -1.489 1.382 -2.714  0.00
57 H -1.724 3.888 2.504  0.11
58 H -0.452 4.884 4.415  0.12
59 H 1.935 4.230 4.729  0.12
60 H 2.967 2.649 3.103  0.12
61 H -1.286 4.614 -3.635  0.11
62 H -2.498 3.713 -5.617  0.12
63 H -3.041 1.276 -5.691  0.11
64 H -2.405 -0.144 -3.739  0.11
65 C -5.512 -2.984 -3.099  -0.02
66 O -4.491 -3.105 -2.104  -0.08
67 C -3.237 -3.394 -2.504  -0.22
68 C -2.817 -3.400 -3.832  0.00
69 C -1.519 -3.768 -4.157  -0.04
70 C -0.623 -4.158 -3.171  -0.06
71 C -1.034 -4.161 -1.852  -0.03
72 C -2.314 -3.751 -1.518  -0.15
73 N -2.709 -3.847 -0.143  0.18
74 C -3.521 -3.106 0.538  0.06
75 C -4.020 -1.798 0.196  -0.17
76 C -5.340 -1.514 0.563  0.00
77 C -5.929 -0.318 0.209  -0.04
78 C -5.173 0.623 -0.484  -0.02
79 C -3.837 0.388 -0.776  -0.03
80 C -3.243 -0.808 -0.416  -0.31
81 O -1.916 -1.024 -0.600  -0.26
82 H -6.442 -2.864 -2.552  0.10
83 H -5.559 -3.882 -3.715  0.11
84 H -5.342 -2.106 -3.723  0.10
85 H -3.514 -3.145 -4.616  0.11
86 H -1.219 -3.776 -5.196  0.12
87 H 0.380 -4.471 -3.427  0.11
88 H -0.358 -4.471 -1.066  0.12
89 H -2.380 -4.688 0.322  0.19
90 H -3.870 -3.549 1.466  0.17
91 H -5.912 -2.273 1.083  0.13
92 H -6.962 -0.119 0.457  0.12
93 H -5.620 1.563 -0.780  0.12
94 H -3.245 1.131 -1.290  0.07

No. 4
The following is a quantum chemistry calculation of C45H38AsN4P2V as an isolated structure, from the Open Molecules 2025 dataset.

Kohn-Sham gap (spin up / spin down): 6.69 / 7.34 eV
LUMO energy (spin up / spin down): -7.01 / -6.49 eV
Total charge: +2
Spin multiplicity: 3
Total energy: -5818.590549 hartree

Each line ends with the Löwdin charge.
Element x y z (Å)
1 V 0.502 -0.279 0.634  0.59
2 C -0.265 -4.147 -1.715  -0.07
3 N -0.098 -2.910 -0.943  -0.46
4 P -0.634 -2.493 0.616  0.94
5 C -0.253 -3.781 1.794  -0.35
6 C -0.969 -4.981 1.801  -0.08
7 C -0.670 -5.959 2.733  -0.04
8 C 0.323 -5.738 3.679  -0.04
9 C 1.018 -4.536 3.701  -0.05
10 C 0.732 -3.562 2.759  -0.10
11 C -2.416 -2.320 0.579  -0.35
12 C -3.070 -2.006 -0.612  -0.09
13 C -4.429 -1.731 -0.599  -0.06
14 C -5.131 -1.748 0.599  -0.04
15 C -4.480 -2.050 1.789  -0.04
16 C -3.125 -2.341 1.780  -0.09
17 P 0.511 -1.443 -1.478  0.92
18 C 0.445 -1.261 -3.233  -0.36
19 C 1.434 -1.805 -4.058  -0.07
20 C 1.319 -1.672 -5.431  -0.04
21 C 0.228 -1.002 -5.973  -0.03
22 C -0.751 -0.454 -5.154  -0.05
23 C -0.644 -0.576 -3.779  -0.09
24 C 2.175 -1.243 -0.774  -0.43
25 C 2.819 -0.022 -1.033  -0.12
26 C 3.943 0.353 -0.310  -0.03
27 C 4.407 -0.464 0.715  -0.02
28 C 3.761 -1.660 1.006  -0.03
29 C 2.650 -2.058 0.269  -0.10
30 H -0.766 -4.882 -1.089  0.08
31 H 0.703 -4.549 -2.013  0.09
32 H -0.874 -3.970 -2.600  0.09
33 H -1.778 -5.143 1.098  0.11
34 H -1.222 -6.889 2.734  0.12
35 H 0.543 -6.501 4.414  0.12
36 H 1.770 -4.357 4.456  0.12
37 H 1.264 -2.616 2.796  0.09
38 H -2.532 -1.996 -1.554  0.09
39 H -4.941 -1.510 -1.527  0.12
40 H -6.191 -1.532 0.604  0.12
41 H -5.017 -2.064 2.728  0.11
42 H -2.638 -2.592 2.716  0.10
43 H 2.283 -2.325 -3.633  0.12
44 H 2.077 -2.089 -6.079  0.12
45 H 0.143 -0.903 -7.047  0.12
46 H -1.591 0.071 -5.587  0.12
47 H -1.394 -0.132 -3.133  0.10
48 H 2.448 0.622 -1.821  0.09
49 H 4.440 1.286 -0.541  0.13
50 H 5.278 -0.173 1.287  0.13
51 H 4.134 -2.302 1.793  0.13
52 H 2.179 -3.013 0.472  0.10
53 C 3.381 4.229 -2.978  -0.05
54 C 3.570 4.512 -1.634  -0.06
55 C 2.721 3.966 -0.677  -0.09
56 C 1.685 3.134 -1.077  -0.40
57 C 1.486 2.858 -2.430  -0.14
58 C 2.334 3.405 -3.380  -0.06
59 As 0.501 2.307 0.197  1.32
60 C -1.261 2.832 -0.380  -0.39
61 C -1.454 4.064 -1.000  -0.10
62 C -2.729 4.444 -1.394  -0.05
63 C -3.807 3.597 -1.179  -0.05
64 C -3.615 2.363 -0.574  -0.06
65 C -2.342 1.977 -0.176  -0.12
66 C 0.843 3.183 1.874  -0.40
67 C 1.947 2.766 2.613  -0.14
68 C 2.228 3.358 3.834  -0.06
69 C 1.397 4.358 4.322  -0.05
70 C 0.292 4.766 3.589  -0.05
71 C 0.010 4.182 2.362  -0.08
72 H 4.041 4.660 -3.719  0.12
73 H 4.373 5.169 -1.328  0.12
74 H 2.864 4.203 0.371  0.10
75 H 0.656 2.233 -2.748  0.10
76 H 2.176 3.203 -4.431  0.11
77 H -0.618 4.729 -1.178  0.11
78 H -2.880 5.405 -1.867  0.12
79 H -4.799 3.900 -1.485  0.12
80 H -4.453 1.700 -0.407  0.11
81 H -2.214 1.012 0.303  0.07
82 H 2.603 1.985 2.234  0.09
83 H 3.089 3.039 4.406  0.11
84 H 1.610 4.816 5.278  0.12
85 H -0.355 5.542 3.974  0.12
86 H -0.858 4.504 1.801  0.10
87 N -3.536 -1.170 5.099  0.16
88 C -2.780 -0.437 4.634  -0.33
89 N -1.916 0.429 4.107  0.16
90 C -1.261 0.198 3.085  -0.27
91 N -0.579 0.032 2.125  -0.04